# 1
The molecule C19H20N4OS2, computed with ωB97M-V with the def2-TZVPD basis set.

The orbital gap comes out at 8.45 eV. As for the multiplicity: 1. The value obtained for the total energy is -1826.669326 Eh. The molar mass is 384.5 g mol⁻¹. As for the net charge: 0. The calculation puts the energy relative to the best compared isomer or geometry (same formula, charge and spin) at 34.6 kcal/mol. The value obtained for the HOMO energy is -7.978 eV. Its SMILES is CCn1c(SCC(=O)N2CCCc3ccccc32)nnc1-c1cccs1.

Element x y z (Å)
C1 3.352 1.499 -2.225
C2 3.213 1.522 -0.706
N1 3.130 0.191 -0.166
C3 1.980 -0.513 0.045
S1 0.402 0.132 -0.280
C4 -0.555 -1.373 0.112
C5 -1.981 -1.252 -0.406
O1 -2.279 -1.773 -1.460
N2 -2.857 -0.553 0.367
C6 -2.404 0.173 1.549
C7 -3.458 1.131 2.094
C8 -4.126 1.854 0.927
C9 -4.857 0.798 0.157
C10 -6.164 0.952 -0.271
C11 -6.828 -0.086 -0.902
C12 -6.189 -1.302 -1.073
C13 -4.886 -1.476 -0.642
C14 -4.206 -0.422 -0.044
N3 2.236 -1.706 0.513
N4 3.561 -1.819 0.610
C15 4.114 -0.697 0.203
C16 5.532 -0.512 0.184
C17 6.436 -1.435 0.642
C18 7.772 -1.020 0.493
C19 7.880 0.208 -0.078
S2 6.348 0.888 -0.446
H1 2.492 1.005 -2.672
H2 3.406 2.515 -2.602
H3 4.255 0.968 -2.517
H4 4.065 2.033 -0.250
H5 2.295 2.046 -0.423
H6 -0.488 -1.545 1.185
H7 -0.066 -2.188 -0.421
H8 -2.129 -0.546 2.331
H9 -1.515 0.754 1.285
H10 -2.974 1.831 2.776
H11 -4.219 0.582 2.651
H12 -4.815 2.622 1.280
H13 -3.365 2.333 0.305
H14 -6.662 1.897 -0.111
H15 -7.843 0.049 -1.244
H16 -6.707 -2.125 -1.542
H17 -4.398 -2.426 -0.778
H18 6.123 -2.371 1.065
H19 8.618 -1.610 0.796
H20 8.765 0.767 -0.308

Cartesian forces, eV/Å:
C -0.037 0.027 0.195
C 0.076 0.389 -0.446
N -0.125 -0.789 0.419
C 0.031 -0.115 0.089
S -0.344 0.129 -0.232
C 0.375 0.060 -0.055
C 0.426 -0.057 -0.179
O 0.089 -0.098 -0.114
N -0.262 0.106 0.028
C 0.243 0.132 0.569
C 0.093 0.031 -0.137
C -0.032 -0.113 0.123
C 0.129 0.004 -0.038
C -0.014 -0.059 -0.038
C -0.082 0.040 -0.012
C -0.010 -0.007 0.019
C -0.013 -0.065 0.049
C -0.501 0.029 -0.237
N -1.119 0.245 -0.116
N 1.352 0.027 0.001
C -0.886 -0.327 0.107
C 1.018 0.364 -0.099
C -0.441 0.233 -0.100
C 0.205 0.192 -0.095
C -0.209 0.163 -0.077
S 0.129 -0.550 0.245
H -0.056 -0.038 -0.057
H 0.015 0.118 -0.100
H 0.051 -0.033 -0.058
H -0.252 0.021 0.056
H 0.198 0.033 0.075
H -0.035 -0.057 -0.027
H -0.193 0.037 0.111
H 0.046 0.136 -0.062
H -0.123 -0.100 0.145
H 0.041 -0.070 0.043
H 0.014 0.046 0.030
H 0.015 0.016 -0.063
H 0.031 0.077 0.000
H -0.043 0.094 0.037
H -0.091 0.007 -0.027
H -0.036 -0.075 -0.047
H 0.030 -0.026 -0.024
H -0.080 -0.173 0.078
H 0.159 -0.077 0.041
H 0.215 0.073 -0.024

Atomic partial charges in e from the Löwdin method, atoms 1 to 4: atom 1 (C): -0.068, atom 2 (C): -0.231, atom 3 (N): -0.022, atom 4 (C): -0.620



# 2
The ion C19H20NO5 with charge -1, computed with ωB97M-V with the def2-TZVPD basis set.

The orbital gap comes out at 5.98 eV. As for the multiplicity: 1. The value obtained for the total energy is -1166.864214 Eh. The molar mass is 342.4 g mol⁻¹. As for the net charge: -1. The calculation puts the energy relative to the best compared isomer or geometry (same formula, charge and spin) at 2.1 kcal/mol. The value obtained for the HOMO energy is -3.371 eV. Its SMILES is CCOC(=O)[C@@H](c1ccccc1)[C@@H](C=[N+]([O-])[O-])c1ccc(OC)cc1.

Element x y z (Å)
C1 4.972 -2.597 0.755
C2 4.496 -1.185 0.885
O1 3.032 -1.155 0.958
C3 2.485 0.088 1.066
O2 3.180 1.034 1.387
C4 0.930 0.092 0.776
C5 0.233 1.066 1.765
C6 0.681 2.396 1.915
C7 -0.057 3.367 2.619
C8 -1.210 3.008 3.282
C9 -1.641 1.689 3.236
C10 -0.925 0.719 2.510
C11 0.532 0.080 -0.794
C12 1.383 -0.948 -1.496
N1 2.638 -0.548 -1.791
O3 3.602 -1.313 -2.112
O4 2.829 0.710 -1.691
C13 -0.916 0.046 -1.394
C14 -1.696 1.211 -1.510
C15 -3.043 1.170 -1.841
C16 -3.668 -0.067 -2.154
O5 -5.024 -0.070 -2.328
C17 -5.703 -1.355 -2.365
C18 -2.886 -1.234 -2.081
C19 -1.522 -1.158 -1.771
H1 5.998 -2.581 0.365
H2 5.079 -3.021 1.763
H3 4.362 -3.193 0.078
H4 4.930 -0.675 1.759
H5 4.809 -0.594 0.018
H6 0.606 -0.933 1.020
H7 1.643 2.642 1.482
H8 0.278 4.401 2.628
H9 -1.827 3.763 3.747
H10 -2.554 1.420 3.765
H11 -1.254 -0.330 2.560
H12 0.967 1.095 -0.876
H13 1.077 -1.963 -1.781
H14 -1.261 2.197 -1.325
H15 -3.682 2.048 -1.853
H16 -6.785 -1.183 -2.437
H17 -5.353 -1.913 -3.235
H18 -5.454 -1.929 -1.469
H19 -3.328 -2.215 -2.237
H20 -0.953 -2.079 -1.796

Cartesian forces, eV/Å:
C 0.649 -0.229 0.585
C -0.287 1.160 -0.230
O 0.002 0.439 0.021
C 0.607 0.101 -0.639
O -1.052 -0.528 -0.110
C -0.768 -2.001 1.886
C -0.517 0.472 -0.191
C -0.248 -0.066 -0.146
C 0.740 -0.554 -0.383
C -0.440 -0.083 -0.396
C 0.335 -0.599 -0.179
C 0.243 0.056 -0.152
C 0.650 1.501 -0.796
C 0.669 0.075 -0.341
N -0.911 0.302 0.083
O -0.718 -0.051 -0.167
O 1.347 -0.076 0.108
C 0.507 -0.040 1.460
C -0.039 0.123 0.201
C -0.682 -1.082 -0.677
C 1.061 -0.220 1.251
O -0.887 -0.523 -0.195
C 0.889 0.825 -0.099
C -0.162 0.524 -0.377
C -0.288 0.339 0.345
H -0.214 0.064 -0.122
H -0.416 -0.403 -0.309
H -0.052 0.068 0.166
H -0.315 -0.290 -0.083
H -0.402 -0.081 -0.009
H 0.205 0.220 0.693
H -0.230 0.173 -0.178
H 0.079 -0.194 0.045
H 0.019 0.027 0.236
H 0.199 -0.120 -0.094
H 0.062 0.526 -0.292
H -0.595 -0.496 -1.730
H 0.404 0.590 0.507
H 0.026 -0.410 0.200
H 0.271 0.064 -0.038
H 0.487 0.184 0.068
H -0.147 -0.088 -0.059
H -0.157 0.032 0.046
H 0.110 0.183 -0.148
H -0.032 0.085 0.239

Atomic partial charges in e from the Löwdin method, atoms 1 to 4: atom 1 (C): -0.084, atom 2 (C): -0.232, atom 3 (O): -0.021, atom 4 (C): -0.410



# 3
A structure of composition C19H21AlClOP, computed with ωB97M-V with the def2-TZVPD basis set.

The orbital gap (alpha / beta) comes out at 3.82 / 5.26 eV. As for the multiplicity: 1. The value obtained for the total energy is -1855.161915 Eh. The molar mass is 358.8 g mol⁻¹. As for the net charge: +2. The value obtained for the HOMO energy (alpha / beta) is -14.832 / -15.036 eV.

Element x y z (Å)
Al1 -0.164 -0.146 -0.092
Cl1 -1.921 -1.254 -0.080
P1 -1.054 1.858 -1.242
C1 -0.083 2.267 -2.711
C2 0.553 3.516 -2.791
C3 1.226 3.836 -3.962
C4 1.351 2.895 -4.988
C5 0.810 1.612 -4.850
C6 0.118 1.271 -3.692
C7 -2.727 1.442 -1.808
C8 -3.701 1.164 -0.828
C9 -4.987 0.836 -1.237
C10 -5.293 0.770 -2.601
C11 -4.303 0.988 -3.561
C12 -3.005 1.296 -3.172
C13 -1.244 3.333 -0.225
C14 -0.908 3.334 1.141
C15 -1.000 4.540 1.834
C16 -1.455 5.690 1.181
C17 -1.821 5.655 -0.170
C18 -1.733 4.467 -0.888
H1 -3.437 1.138 0.233
H2 -5.747 0.646 -0.480
H3 -6.311 0.554 -2.923
H4 -4.513 0.947 -4.628
H5 -2.232 1.462 -3.924
H6 0.457 4.250 -1.986
H7 1.644 4.836 -4.048
H8 1.894 3.164 -5.895
H9 0.896 0.880 -5.651
H10 -0.320 0.271 -3.572
H11 -0.509 2.421 1.603
H12 -0.710 4.571 2.885
H13 -1.536 6.626 1.736
H14 -2.166 6.545 -0.687
H15 -1.966 4.422 -1.957
H16 1.264 0.473 -0.479
H17 0.941 0.915 0.517
C19 0.563 -1.381 2.428
O1 0.705 -1.594 1.003
H18 -0.509 -1.102 2.578
H19 1.141 -0.474 2.728
H20 0.823 -2.331 2.943
H21 1.623 -1.746 0.699

Cartesian forces, eV/Å:
Al -3.366 -1.972 0.248
Cl 0.159 -0.243 -0.160
P -1.384 0.393 0.025
C 0.634 -0.452 1.104
C -0.032 0.071 -0.388
C -0.047 0.142 0.481
C -0.008 -0.184 -0.095
C -0.113 -0.131 0.057
C 0.083 0.115 -0.325
C 0.426 -0.439 0.064
C -0.025 -0.036 -0.344
C 0.105 0.158 0.102
C 0.040 0.075 -0.074
C 0.132 0.022 -0.075
C -0.235 0.217 0.187
C 0.204 -0.448 0.003
C 0.189 0.483 -0.837
C -0.040 -0.113 0.162
C -0.040 -0.153 0.053
C -0.054 -0.139 -0.097
C 0.264 0.087 0.479
H -0.191 0.297 -0.370
H 0.118 -0.006 -0.274
H 0.251 -0.004 0.123
H -0.177 -0.092 0.290
H -0.438 0.050 0.224
H 0.096 -0.334 -0.390
H 0.045 -0.230 -0.174
H -0.189 -0.108 0.204
H 0.131 0.195 0.180
H 0.169 0.433 -0.129
H -0.277 0.374 0.032
H -0.146 0.113 -0.294
H 0.066 -0.287 -0.177
H 0.031 -0.038 0.237
H -0.092 0.090 0.470
H 1.714 1.473 1.976
H 1.595 -0.045 -2.280
C -0.407 0.584 0.945
O 0.439 1.096 -1.770
H 0.721 -0.657 -0.056
H -0.001 -1.022 0.055
H -0.128 0.960 -0.150
H -0.220 -0.295 0.758

Atomic partial charges in e from the Löwdin method, atoms 1 to 4: atom 1 (Al): 0.009, atom 2 (Cl): 0.525, atom 3 (P): 1.020, atom 4 (C): -0.336



# 4
A structure of composition C19H21BClF2IrN6P, computed with ωB97M-V with the def2-TZVPD basis set.

The orbital gap (alpha / beta) comes out at 6.03 / 5.86 eV. As for the multiplicity: 2. The value obtained for the total energy is -2195.104394 Eh. The molar mass is 640.9 g mol⁻¹. As for the net charge: +2. The calculation puts the energy relative to the best compared isomer or geometry (same formula, charge and spin) at 0.0 kcal/mol. The value obtained for the HOMO energy (alpha / beta) is -14.524 / -14.356 eV.

Element x y z (Å)
Ir1 0.602 -0.483 1.088
C1 -4.139 -1.358 -1.814
N1 -3.154 -1.644 -0.807
C2 -2.978 -2.831 -0.177
C3 -1.945 -2.661 0.704
N2 -1.503 -1.383 0.618
C4 -2.243 -0.777 -0.315
P1 -2.180 0.987 -0.826
C5 -1.806 1.614 0.851
N3 -0.838 1.197 1.667
C6 -0.935 1.933 2.800
C7 -1.981 2.807 2.668
N4 -2.516 2.594 1.440
C8 -3.638 3.287 0.866
C9 -0.454 1.114 -1.441
N5 0.681 0.933 -0.759
C10 1.697 1.201 -1.616
C11 1.172 1.563 -2.827
N6 -0.175 1.505 -2.702
C12 -1.136 1.806 -3.729
H1 -4.769 -2.233 -1.965
H2 -3.656 -1.103 -2.757
H3 -4.774 -0.527 -1.502
H4 -3.574 -3.696 -0.389
H5 -1.515 -3.356 1.396
H6 -0.277 1.811 3.636
H7 -2.366 3.538 3.346
H8 -3.992 4.036 1.568
H9 -4.452 2.592 0.657
H10 -3.350 3.785 -0.060
H11 2.721 1.140 -1.305
H12 1.661 1.838 -3.739
H13 -0.615 2.164 -4.615
H14 -1.824 2.584 -3.393
H15 -1.704 0.912 -3.986
Cl1 3.979 1.079 3.095
C13 4.254 -0.239 2.035
C14 5.403 -0.254 1.253
C15 5.653 -1.310 0.388
C16 4.766 -2.393 0.338
C17 3.634 -2.401 1.121
C18 3.294 -1.310 1.969
C19 2.082 -1.311 2.696
H16 6.108 0.561 1.331
H17 6.537 -1.308 -0.229
H18 4.976 -3.235 -0.302
H19 2.985 -3.264 1.114
H20 1.990 -0.634 3.535
H21 1.596 -2.278 2.823
F1 0.070 -1.741 -1.860
B1 0.896 -1.934 -0.831
F2 1.734 -2.919 -1.059

Cartesian forces, eV/Å:
Ir -0.529 -2.150 -4.480
C -0.655 0.241 -0.603
N 0.586 0.184 0.525
C 0.322 -0.370 0.436
C -0.112 -0.366 0.003
N 1.361 1.005 -0.145
C 0.089 0.446 -0.079
P 0.638 -0.237 0.660
C 0.211 -0.391 -0.371
N 0.538 -0.080 0.699
C -0.461 0.442 0.078
C 0.300 -0.057 0.380
N 0.388 -0.223 0.173
C -0.632 0.365 -0.343
C -0.248 -0.025 0.275
N -0.803 -0.778 0.676
C 0.161 0.063 -0.252
C 0.585 -0.085 0.215
N 0.234 -0.133 0.611
C -0.596 0.220 -0.582
H 0.111 0.049 0.038
H -0.044 -0.060 0.026
H 0.049 -0.094 -0.022
H -0.151 -0.099 -0.040
H 0.027 -0.225 0.070
H 0.123 -0.055 0.104
H -0.137 0.201 0.113
H 0.020 -0.009 0.012
H 0.014 0.039 0.044
H 0.001 0.007 0.070
H 0.221 -0.015 -0.046
H 0.033 0.113 -0.189
H -0.021 -0.064 0.085
H 0.092 -0.071 -0.047
H 0.048 0.059 -0.059
Cl 0.058 -0.013 -0.081
C 0.038 0.211 -0.288
C -0.245 0.293 0.422
C -0.622 -0.276 0.278
C -0.172 -0.126 0.153
C 0.192 -0.203 -0.425
C -0.288 0.691 -0.516
C -0.712 0.191 0.307
H -0.028 0.068 0.040
H 0.148 0.030 -0.053
H 0.027 -0.060 -0.031
H -0.093 0.002 -0.059
H -0.034 0.011 0.004
H -0.129 0.091 -0.111
F -0.161 0.473 0.467
B -0.135 0.835 1.297
F 0.394 -0.064 0.561

Atomic partial charges in e from the Löwdin method, atoms 1 to 4: atom 1 (Ir): 1.136, atom 2 (C): -0.008, atom 3 (N): -0.111, atom 4 (C): -0.007



# 5
A structure of composition C19H21BrFN2O9Ti, computed with ωB97M-V with the def2-TZVPD basis set.

The orbital gap (alpha / beta) comes out at 7.61 / 8.48 eV. As for the multiplicity: 2. The value obtained for the total energy is -5046.703421 Eh. The molar mass is 568.2 g mol⁻¹. As for the net charge: 0. The calculation puts the energy relative to the best compared isomer or geometry (same formula, charge and spin) at 7.1 kcal/mol. The value obtained for the HOMO energy (alpha / beta) is -8.097 / -8.971 eV.

Element x y z (Å)
Ti1 -0.643 0.648 -0.049
C1 0.901 2.554 -2.348
O1 0.070 1.399 -2.297
C2 0.479 0.398 -3.202
C3 -0.464 -0.744 -2.962
O2 -0.370 -1.110 -1.586
C4 0.127 -2.421 -1.279
C5 1.289 -2.378 -0.319
O3 0.802 -1.970 0.934
C6 1.811 -1.957 1.920
H1 0.875 2.981 -3.354
H2 1.929 2.290 -2.085
H3 0.505 3.265 -1.632
H4 1.518 0.107 -3.001
H5 0.404 0.754 -4.236
H6 -0.246 -1.599 -3.603
H7 -1.489 -0.413 -3.137
H8 0.430 -2.907 -2.207
H9 -0.689 -2.988 -0.827
H10 2.061 -1.683 -0.676
H11 1.728 -3.383 -0.252
H12 2.188 -2.969 2.102
H13 1.365 -1.573 2.835
H14 2.647 -1.315 1.626
O4 -0.618 0.997 2.015
C7 0.224 1.624 2.658
C8 1.539 1.985 2.224
C9 2.325 2.754 3.093
C10 3.612 3.071 2.752
C11 4.177 2.612 1.552
C12 3.433 1.849 0.698
C13 2.081 1.518 0.986
O5 1.417 0.797 0.158
N1 4.417 3.882 3.659
O6 5.588 4.047 3.370
O7 3.935 4.165 4.740
H15 -0.041 1.924 3.682
H16 1.916 3.099 4.033
H17 5.201 2.874 1.324
H18 3.853 1.482 -0.229
F1 -0.871 2.451 -0.126
Br1 -7.482 -1.863 -2.409
C14 -6.006 -2.226 -1.287
C15 -5.960 -3.417 -0.575
N2 -4.952 -3.734 0.231
C16 -3.954 -2.863 0.350
C17 -3.918 -1.652 -0.330
C18 -4.972 -1.320 -1.170
C19 -2.766 -0.722 -0.176
O8 -1.807 -1.033 0.589
O9 -2.727 0.354 -0.826
H19 -6.766 -4.135 -0.661
H20 -3.140 -3.128 1.014
H21 -4.965 -0.379 -1.703

Cartesian forces, eV/Å:
Ti 0.311 -0.107 -0.639
C 0.000 0.026 -0.052
O -0.019 0.033 0.060
C -0.012 -0.009 -0.004
C -0.068 -0.074 -0.014
O 0.286 0.044 0.059
C -0.110 -0.051 -0.037
C -0.045 0.076 0.011
O 0.057 0.049 0.009
C -0.039 0.025 -0.010
H 0.005 -0.014 -0.001
H -0.003 -0.004 0.002
H -0.005 -0.012 0.012
H -0.007 -0.013 0.013
H -0.001 0.022 0.012
H 0.027 0.018 0.002
H -0.012 -0.015 -0.020
H 0.037 -0.008 0.016
H -0.005 -0.008 0.001
H -0.002 0.004 -0.007
H -0.011 -0.020 -0.035
H 0.018 0.002 0.004
H 0.002 -0.001 -0.004
H 0.018 0.046 -0.012
O -0.172 -0.061 0.335
C -0.054 -0.037 -0.025
C 0.234 0.049 -0.030
C -0.101 -0.002 -0.043
C -0.151 0.316 -0.236
C -0.068 0.037 -0.027
C 0.117 0.058 0.025
C -0.118 -0.153 0.036
O -0.347 0.002 -0.088
N 0.464 -1.443 0.722
O -0.072 0.532 -0.273
O -0.204 0.545 -0.172
H -0.014 -0.005 0.004
H 0.023 0.018 0.003
H 0.002 0.002 0.006
H -0.012 -0.013 0.001
F -0.040 -0.128 0.136
Br -0.002 -0.006 0.002
C 0.002 -0.004 0.003
C 0.001 0.003 0.003
N -0.003 -0.013 0.005
C 0.008 0.009 -0.010
C -0.032 0.001 -0.001
C -0.006 0.000 -0.009
C -0.037 0.103 0.060
O -0.069 0.154 0.148
O 0.217 0.017 0.055
H -0.001 0.001 -0.002
H 0.002 0.003 0.002
H 0.006 0.003 0.003

Atomic partial charges in e from the Löwdin method, atoms 1 to 4: atom 1 (Ti): 1.238, atom 2 (C): -0.067, atom 3 (O): -0.248, atom 4 (C): -0.180



Look up the net charge of the fourth one. +2



Which value of multiplicity does entry 5 give? 2